344
Properties=species:S:1:pos:R:3:forces:R:3 method="wB97M-V/def2-TZVPD" multiplicity=1 max_force_ev_per_a=4.2 homo_lumo_gap_ev=8.38 lumo_energy_ev=0.385
C 5.078615 4.026765 3.639850 -0.2 1.6 0.0
O 4.777294 2.708659 3.263439 0.8 0.0 -0.2
C 3.406521 2.458365 3.255370 -1.3 -0.8 0.9
C 3.077636 1.022438 2.766708 1.1 1.1 -0.4
N 3.520082 -0.106288 3.542885 -1.0 -0.4 0.4
C 4.881787 -0.248920 3.919513 1.9 -0.2 -1.5
C 5.223596 0.136999 5.340985 -0.2 0.3 0.1
O 4.683829 -0.768468 6.294502 -0.4 -0.3 -0.4
C 4.644774 -0.205828 7.591448 0.0 0.1 0.2
H 4.305226 4.723893 3.191017 0.8 -0.5 0.4
H 6.097154 4.359098 3.269941 -1.1 -0.7 0.4
H 5.012869 4.172965 4.750746 0.2 -0.2 -0.8
H 2.879067 3.182496 2.623113 0.0 0.0 -0.2
H 2.937005 2.580204 4.270357 0.5 0.0 -0.4
H 3.546394 0.915815 1.760167 -0.6 0.2 0.4
H 1.989534 1.023226 2.695720 0.0 -0.3 -0.2
H 2.944418 -0.301718 4.337510 -0.7 -0.1 0.2
H 5.461668 0.414990 3.231183 -0.2 -0.4 0.7
H 5.268791 -1.281056 3.646425 -0.4 0.7 0.7
H 4.830849 1.131111 5.562292 -0.2 0.2 -0.3
H 6.293146 0.197641 5.507949 0.5 -0.1 -0.2
H 3.595035 -0.142122 7.952868 0.6 0.7 -0.4
H 5.260412 0.728619 7.600153 -1.0 -0.5 0.3
H 5.102068 -0.891683 8.283118 0.5 -0.4 0.3
C -4.319357 -0.540158 7.209275 1.4 0.2 0.6
O -3.475226 0.148032 6.263183 -0.8 0.5 0.2
C -3.938014 0.583454 4.977501 0.9 -0.1 -0.3
C -3.865785 -0.546621 3.996767 0.8 -1.1 -0.6
N -4.918409 -1.532695 4.179635 0.3 -0.9 0.2
C -4.719972 -2.844801 3.491016 -0.7 2.0 0.4
C -3.799367 -3.726488 4.252485 -0.5 -1.7 -0.7
O -3.430612 -4.751206 3.317149 0.6 0.2 0.0
C -2.842344 -5.878200 3.919330 -0.4 0.1 0.7
H -5.023613 -1.246754 6.789781 0.2 -0.2 -0.4
H -4.851007 0.107329 7.928646 0.0 0.4 -0.6
H -3.514423 -1.008313 7.815231 -0.9 -0.4 -0.2
H -3.223186 1.392604 4.669810 -0.6 -0.7 0.4
H -4.949493 0.945604 4.930923 -0.7 0.5 0.7
H -2.921410 -1.045571 4.149279 0.6 -0.2 0.2
H -3.782961 -0.190445 2.959389 -0.3 0.3 -0.1
H -5.714402 -1.130877 3.742821 -1.2 0.2 -0.2
H -4.382113 -2.704827 2.468338 0.4 0.0 -0.3
H -5.699367 -3.329462 3.397858 0.1 0.2 0.1
H -4.349828 -4.246561 5.034463 -0.1 0.2 0.5
H -2.931290 -3.265379 4.675271 0.7 0.6 0.2
H -3.485024 -6.191824 4.775078 0.6 0.1 -0.2
H -1.785857 -5.716942 4.267755 -0.8 -0.1 -0.3
H -2.914458 -6.664401 3.180836 0.4 -0.3 -0.2
C 0.558211 -8.918383 5.565470 0.0 -1.9 -0.6
O 0.682187 -7.874580 6.460665 -1.6 -0.4 1.0
C 1.715822 -7.015590 6.163819 1.2 0.3 0.3
C 1.293039 -5.889406 5.256208 1.4 0.9 -1.2
N 0.977661 -4.632477 5.923774 -0.8 -0.3 2.3
C 0.450593 -3.516133 5.155954 1.1 0.1 -0.6
C 0.462771 -2.240322 6.011695 2.1 -0.8 1.7
O 0.104732 -1.120610 5.320866 -0.6 0.6 -2.0
C 0.518510 0.112763 5.879273 -0.7 -0.2 0.1
H -0.176190 -9.682497 5.943903 0.6 1.0 -0.2
H 1.539615 -9.451926 5.471645 -0.6 0.3 0.0
H 0.249646 -8.633728 4.534681 0.1 0.1 0.5
H 2.533670 -7.654513 5.773525 0.0 0.8 -0.2
H 2.076007 -6.579978 7.095247 0.1 0.0 0.2
H 0.499879 -6.259917 4.634163 -0.6 -0.1 -0.6
H 2.171787 -5.649663 4.611365 -0.8 -0.2 0.2
H 0.319255 -4.787534 6.718062 0.8 -0.1 -0.7
H -0.555936 -3.704381 4.886966 -1.3 -0.2 -0.6
H 1.029671 -3.464115 4.203693 -0.2 0.4 0.7
H 1.523463 -2.042498 6.406113 -1.0 -0.7 -0.3
H -0.170910 -2.443170 6.929858 0.3 0.4 -0.7
H -0.220420 0.270002 6.700209 1.1 0.7 -0.2
H 0.491104 0.930741 5.134500 -0.6 -0.6 0.3
H 1.575749 0.043007 6.153115 0.0 -0.1 0.7
C -2.847067 10.470479 2.438524 0.2 0.6 1.2
O -4.153035 9.930670 2.493779 0.4 0.1 0.0
C -4.601392 9.471887 1.198994 -0.6 1.2 1.3
C -5.473940 8.287216 1.347206 -0.9 -1.1 0.4
N -4.691171 7.075182 1.529141 0.2 -0.1 1.7
C -3.952955 7.049116 2.830206 1.3 0.6 -1.4
C -3.326689 5.674274 2.848340 0.5 0.9 0.9
O -4.422965 4.739276 2.861220 1.3 0.9 -0.2
C -4.145370 3.656470 3.694850 1.4 0.2 0.5
H -2.073408 9.777288 2.139954 0.0 -0.6 -0.3
H -2.488647 10.887406 3.409576 -0.8 -0.6 -0.2
H -2.798310 11.331368 1.808657 -0.1 0.6 -1.0
H -3.745577 9.205845 0.636621 0.9 -0.2 -1.0
H -5.190056 10.272607 0.734822 0.3 0.1 -0.1
H -6.051069 8.156296 0.441832 -0.1 0.1 -0.5
H -6.240723 8.445481 2.133472 0.4 0.1 0.0
H -5.262488 6.237195 1.641232 -0.4 0.4 -0.6
H -4.520893 7.191844 3.745362 -0.7 0.1 0.0
H -3.191704 7.875875 2.818278 -0.5 -1.1 0.1
H -2.704440 5.579107 3.757667 -0.3 -0.2 -0.1
H -2.613348 5.621476 1.999141 -0.8 -0.6 0.3
H -4.907611 2.972718 3.483061 -1.3 -1.2 0.3
H -4.003555 3.888870 4.780456 -0.6 0.1 -0.6
H -3.198492 3.185262 3.439328 0.3 -0.1 -0.3
C 0.082838 -2.743582 -6.877718 0.6 -0.7 -0.2
O -0.340829 -3.951098 -6.288122 -1.1 0.0 1.7
C -1.421209 -3.774384 -5.285327 1.0 1.2 -1.2
C -1.893964 -5.081393 -4.831835 -0.8 -0.6 1.7
N -0.831757 -5.638410 -3.997952 -0.2 -0.1 -0.4
C -1.123179 -6.879767 -3.322583 1.7 -1.9 0.1
C -0.825805 -8.163189 -4.136835 -2.0 -0.4 -0.9
O 0.531111 -8.386624 -4.295910 1.2 0.1 0.1
C 0.797707 -9.231550 -5.393186 0.1 0.7 -0.4
H 0.733527 -3.044962 -7.702609 -0.3 0.2 -0.2
H 0.714115 -2.117020 -6.258616 0.1 0.2 0.7
H -0.765243 -2.166484 -7.196164 -0.4 0.4 -0.5
H -2.230347 -3.223792 -5.750825 -0.2 0.3 -0.3
H -1.084817 -3.222800 -4.389232 0.2 0.1 -0.5
H -2.145081 -5.705202 -5.633432 -0.1 -1.1 -1.7
H -2.887439 -5.027464 -4.290692 1.3 0.4 0.1
H -0.008945 -5.786077 -4.603072 -0.6 0.1 0.4
H -2.107504 -7.002089 -2.884904 -0.2 0.7 0.0
H -0.360612 -6.957296 -2.526099 -0.5 0.1 0.3
H -1.255969 -8.099742 -5.179662 -0.1 0.2 0.9
H -1.305893 -9.073045 -3.669873 0.3 0.8 -0.2
H 0.330612 -8.831353 -6.282733 -0.4 0.3 -0.4
H 0.380547 -10.225055 -5.276372 0.3 -0.4 0.3
H 1.857654 -9.193658 -5.639559 0.1 -0.4 0.5
C -2.056074 1.502521 -1.989191 2.2 1.2 0.0
O -1.692755 2.660779 -1.231600 -0.2 -0.4 -0.5
C -2.809034 3.392046 -0.734113 -0.2 -1.0 -1.0
C -2.237379 4.698768 -0.357454 -1.6 0.8 0.9
N -1.802193 5.337056 -1.524796 1.4 0.4 -1.8
C -1.580846 6.771332 -1.379165 -0.8 -0.2 -1.4
C -0.494598 7.227712 -0.492573 1.2 -1.1 0.0
O -0.677595 8.596543 -0.373050 1.3 1.4 1.0
C 0.207536 9.154105 0.604377 -0.1 0.5 1.1
H -1.106057 1.228196 -2.519003 -0.8 -0.4 0.6
H -2.741803 1.777902 -2.761573 -0.9 -0.1 -0.3
H -2.392741 0.785971 -1.275587 -0.4 -1.1 0.0
H -3.298764 2.854088 0.055999 -0.1 -0.4 0.9
H -3.601624 3.447537 -1.534558 0.8 0.4 0.5
H -1.541091 4.715951 0.471104 0.7 -0.8 0.2
H -3.021770 5.307115 0.017435 -1.2 0.5 0.5
H -1.048341 4.734212 -1.846635 0.4 0.9 -0.6
H -2.502564 7.101977 -0.932345 -0.6 0.5 0.1
H -1.455705 7.361677 -2.340017 -0.3 -1.1 0.7
H 0.456625 6.944401 -0.981142 0.1 0.3 0.3
H -0.494638 6.709600 0.480213 -0.1 0.2 0.0
H -0.139135 10.195180 0.892541 0.0 -1.4 -0.3
H 1.280280 9.303704 0.346308 -0.6 -0.4 -0.7
H 0.243268 8.452722 1.490113 -0.3 0.9 -0.5
C 4.880081 0.607133 -1.015914 -0.7 0.1 -1.1
O 5.113803 -0.773310 -0.927180 -0.2 0.3 -0.2
C 5.235811 -1.236514 0.384706 -0.3 -0.8 -0.5
C 5.276936 -2.747649 0.262013 0.0 -1.2 1.7
N 4.295959 -3.258541 -0.666391 -0.9 -1.2 -0.8
C 4.150444 -4.732205 -0.846626 0.6 0.1 -0.2
C 3.082276 -5.034626 -1.953047 -1.3 0.5 1.9
O 3.404428 -4.416187 -3.213908 0.6 -0.4 3.0
C 2.497332 -4.893197 -4.101624 -1.1 0.0 -2.8
H 5.824806 1.140835 -1.033414 0.2 0.4 0.4
H 4.195129 0.994211 -0.219410 0.5 -0.3 -0.7
H 4.432961 0.725487 -2.031537 0.0 0.4 0.9
H 4.346925 -0.953642 0.983532 0.5 0.1 -0.1
H 6.188405 -0.888461 0.797880 -0.2 0.1 0.5
H 5.017765 -3.129854 1.307992 0.4 0.1 -1.2
H 6.295052 -3.092862 0.022787 0.0 0.1 0.0
H 4.451912 -2.928898 -1.610359 0.1 0.6 0.2
H 3.958002 -5.196338 0.133360 -0.8 0.2 -0.3
H 5.099668 -5.283641 -1.109803 -0.4 0.8 -0.3
H 2.002391 -4.731791 -1.615739 1.9 0.3 -0.5
H 2.879298 -6.120484 -2.026995 0.8 0.2 -0.4
H 2.746782 -5.902745 -4.455424 0.2 0.0 -0.1
H 2.504365 -4.185627 -4.959406 -0.2 -0.6 0.2
H 1.461885 -4.984198 -3.745113 0.3 0.5 0.4
C 2.698961 -0.465751 -3.938637 -0.7 0.5 1.7
O 2.004989 -0.152333 -2.647173 1.5 1.0 -2.7
C 1.346013 -1.206304 -2.072225 0.0 -2.5 -0.1
C 1.073388 -0.854542 -0.659515 -0.1 1.3 1.4
N 0.790395 -2.062586 0.129952 -0.1 1.1 -0.3
C 0.583525 -1.673046 1.535538 -1.2 -0.1 -0.4
C -0.907012 -1.308300 1.827628 0.1 -0.6 -0.3
O -1.409577 -0.167600 1.176642 0.3 1.1 -0.9
C -1.081401 1.092011 1.744152 0.3 -0.5 0.9
H 3.677613 0.014829 -3.945068 -0.3 0.5 0.0
H 2.068232 -0.103322 -4.775798 0.4 -0.5 0.3
H 2.974081 -1.518074 -3.942620 -0.6 -0.3 -0.3
H 2.003885 -2.109743 -2.010557 0.0 0.4 -0.2
H 0.457649 -1.600469 -2.625426 0.1 0.7 0.1
H 0.226829 -0.123559 -0.538834 0.8 -0.6 -0.1
H 2.041584 -0.362806 -0.265779 -1.3 -0.4 -0.4
H 1.638124 -2.597454 0.002731 0.3 -0.5 0.7
H 1.207744 -0.816589 1.795422 0.2 0.0 0.1
H 0.860585 -2.521246 2.143147 0.0 0.0 0.3
H -1.067051 -1.163260 2.895996 0.2 -0.3 0.3
H -1.612398 -2.073797 1.446392 0.7 -0.1 0.4
H -1.465192 1.102863 2.782719 0.1 0.3 -0.2
H -1.543327 1.849279 1.132494 -0.3 0.2 -0.1
H 0.001077 1.345581 1.790081 -0.3 -0.5 -0.2
C -8.159583 0.854014 5.442655 -0.5 -0.5 1.8
O -7.923640 -0.124218 4.431341 -0.8 0.6 0.9
C -8.281238 0.349184 3.128513 1.1 -0.1 0.6
C -8.118162 -0.761466 2.139336 -0.6 0.0 0.1
N -6.793300 -0.910533 1.721961 2.7 -0.9 -0.9
C -6.353784 0.000264 0.655709 -1.7 -0.8 1.4
C -5.076252 -0.408274 0.062885 2.5 -0.5 -0.4
O -5.063214 -1.685305 -0.556702 0.6 -0.2 -0.1
C -3.788611 -1.892821 -1.225291 -2.2 1.6 -1.6
H -8.067764 0.391887 6.450063 0.5 -0.4 -0.7
H -9.233079 1.149980 5.573723 0.7 0.3 -1.1
H -7.447716 1.713858 5.528356 -0.6 -0.4 -0.9
H -7.502792 1.087073 2.958390 -0.3 0.8 -0.7
H -9.280795 0.739594 3.078793 -0.5 0.5 0.3
H -8.789356 -0.674409 1.272869 -0.4 0.2 0.1
H -8.271643 -1.699228 2.625415 -1.1 -0.6 0.5
H -6.724901 -1.879480 1.370025 0.3 0.5 0.1
H -6.162882 0.986641 1.100788 -0.4 0.1 -0.3
H -7.234485 -0.003565 -0.038650 1.0 0.6 -0.3
H -4.143339 -0.396339 0.711296 -1.3 0.3 0.2
H -4.830389 0.329917 -0.684425 0.1 0.5 -0.7
H -3.862199 -2.859314 -1.733055 0.2 0.4 -0.2
H -2.932274 -1.863616 -0.612201 0.9 -0.1 1.4
H -3.678839 -0.977342 -1.906276 0.0 -1.5 0.2
C 6.141888 -2.026543 -4.580490 0.5 0.6 -1.6
O 5.891096 -0.795483 -5.266120 -0.1 -0.3 0.9
C 5.725581 -0.978680 -6.641633 0.9 -1.1 0.2
C 5.395700 0.330494 -7.274899 -2.0 -2.1 -1.9
N 4.155865 0.883055 -6.795216 0.1 1.8 0.0
C 3.533587 1.814903 -7.759282 1.8 0.0 0.6
C 2.062863 1.966743 -7.546896 1.0 1.5 -0.2
O 1.661901 0.711824 -7.858212 -1.5 -3.1 0.1
C 0.771884 0.541535 -8.918845 -1.4 -1.4 0.0
H 7.198892 -2.224247 -4.500034 0.7 -0.1 -0.3
H 5.670207 -2.868139 -5.085354 -0.3 -0.1 0.2
H 5.822319 -1.889292 -3.602541 -1.0 0.0 1.8
H 4.969662 -1.760021 -6.792480 -0.3 0.2 -0.3
H 6.676665 -1.408569 -7.040553 -0.5 0.4 -0.2
H 5.211091 0.077489 -8.366849 0.8 0.3 0.6
H 6.255732 0.920211 -7.190133 1.0 1.6 0.2
H 3.503062 0.205860 -6.472234 -0.3 -0.7 -0.1
H 3.685114 1.440161 -8.789572 -0.2 0.1 0.1
H 4.105807 2.725884 -7.687148 0.1 0.7 0.0
H 1.655887 2.679421 -8.252516 -0.1 0.5 -0.2
H 1.751415 2.307744 -6.550362 0.1 -0.3 0.0
H -0.162723 1.068764 -8.665985 0.0 -0.2 -0.5
H 0.557803 -0.568162 -9.045751 0.2 1.3 0.5
H 1.132511 0.823566 -9.904713 0.4 0.6 0.0
C -1.572038 3.257799 -5.178397 -0.3 0.5 -1.5
O -0.890700 2.502084 -6.183031 -0.3 -1.3 1.4
C -0.742030 1.102323 -5.723749 0.6 1.7 0.2
C -2.101175 0.413055 -5.633823 1.5 -1.2 -0.9
N -2.871274 0.716891 -6.798528 0.1 -0.6 -1.7
C -4.289423 0.436900 -6.778002 0.1 0.9 1.2
C -5.045461 1.328864 -5.755910 0.4 0.0 -0.1
O -5.208690 0.815221 -4.441702 -0.8 -0.4 -0.9
C -6.274873 -0.151159 -4.420386 1.1 -0.2 3.6
H -0.902598 3.619378 -4.444592 0.9 0.4 0.9
H -2.365470 2.744435 -4.677546 -0.4 -0.7 0.2
H -2.064872 4.092515 -5.672977 0.2 0.2 -0.1
H -0.058410 1.024475 -4.838180 -1.2 0.4 0.2
H -0.042049 0.716939 -6.421383 -0.1 -0.9 -1.3
H -2.668376 0.715676 -4.802185 -0.3 0.0 1.8
H -1.844527 -0.686391 -5.593516 -0.6 0.9 0.2
H -2.691966 1.659227 -7.112879 0.0 0.0 0.0
H -4.524035 -0.597178 -6.573983 0.3 -0.5 0.2
H -4.722883 0.619837 -7.750041 0.1 0.3 -0.5
H -6.029248 1.486257 -6.208649 -0.1 0.6 0.2
H -4.466228 2.262522 -5.600852 -0.6 -0.3 -0.4
H -5.818132 -1.166894 -4.373989 -0.6 0.5 -0.4
H -7.007418 -0.021878 -5.178113 -0.4 0.1 -0.9
H -6.778557 0.015340 -3.402584 0.5 -0.4 -1.4
C 9.119400 3.270280 -3.284534 1.0 0.8 0.3
O 7.954682 3.541671 -4.019107 -2.2 -1.9 1.1
C 6.912792 2.529127 -3.616925 1.3 -1.3 -1.4
C 5.504634 2.819238 -4.119730 0.6 0.5 0.7
N 4.768651 3.800251 -3.294793 -1.4 0.2 -1.0
C 3.657089 4.415225 -4.090559 0.5 2.5 0.8
C 4.146423 5.218804 -5.336084 -0.8 0.3 1.0
O 5.341745 5.952012 -5.057909 -0.5 -0.9 -0.2
C 6.074497 6.133213 -6.237193 1.5 1.0 -1.0
H 9.746425 4.196401 -3.394682 -0.1 -1.3 -0.3
H 9.581365 2.300186 -3.557998 0.2 0.6 -0.4
H 9.011186 3.163773 -2.194944 -0.7 0.2 0.0
H 6.913150 2.426783 -2.535423 0.0 0.3 0.3
H 7.211539 1.437104 -4.000296 -0.4 2.3 0.5
H 4.935194 1.903581 -4.043774 0.0 -0.4 -0.2
H 5.541610 3.086073 -5.170524 0.1 0.1 -0.3
H 5.324740 4.613992 -3.073443 0.6 -0.1 0.0
H 3.094151 5.136172 -3.433318 0.7 -0.7 -0.3
H 2.892120 3.775573 -4.471872 -0.3 -1.2 0.0
H 3.355500 5.918049 -5.703755 0.4 -0.3 0.4
H 4.232118 4.484574 -6.110785 0.8 -0.3 -0.8
H 5.390311 6.189868 -7.088413 0.0 0.4 -0.1
H 6.805979 5.328207 -6.520504 -0.6 0.2 0.8
H 6.695996 7.090605 -6.187584 -1.0 -1.2 0.1
C -1.623832 3.220187 6.396654 0.1 -1.8 -0.8
O -1.253665 2.658766 5.334653 -0.8 0.6 0.9
N -1.101240 4.357104 6.812550 1.1 0.9 -0.6
N -2.537525 2.677647 7.246364 -0.1 -1.7 -2.0
H -0.486243 4.858252 6.167044 -0.2 0.4 0.3
H -1.437715 4.746653 7.654430 0.0 0.7 0.5
H -2.971053 1.778176 6.994179 0.4 0.4 0.1
H -2.753861 3.095934 8.093211 -0.4 0.8 1.5
C 4.770992 -4.698004 5.103901 2.1 -1.9 0.2
O 4.626389 -5.874619 4.666423 -0.6 2.5 0.8
N 6.107017 -4.200935 5.214852 -3.0 0.6 0.3
N 3.815065 -3.910217 5.697235 0.9 0.1 -0.8
H 6.162506 -3.204135 5.305408 0.4 0.2 0.2
H 6.862817 -4.693249 4.818214 0.4 -0.5 -0.7
H 2.933251 -4.285339 5.974481 -0.8 -0.5 -0.1
H 3.830144 -2.896357 5.728397 0.7 -0.2 0.0
C -1.916537 -4.537327 -0.792752 -2.2 -1.4 -0.9
O -2.973640 -4.942064 -1.399490 2.2 1.0 1.1
N -0.797165 -4.136997 -1.425440 0.7 0.0 -1.1
N -1.832966 -4.593429 0.563069 -1.2 0.1 0.1
H -0.724354 -4.378750 -2.453272 0.0 0.3 1.4
H -0.060883 -3.606542 -0.904115 -1.0 -0.3 -0.5
H -0.944870 -4.406679 0.972345 0.5 0.3 0.6
H -2.687243 -4.522069 1.136123 0.8 -0.1 -0.4
C 0.652458 5.532698 3.827919 -1.4 1.5 0.8
O 0.198465 6.107603 4.851728 1.1 -0.9 -0.9
N 0.313233 4.244842 3.531494 2.2 1.3 -3.0
N 1.417603 6.217309 2.904640 -0.3 -0.4 0.7
H -0.376410 3.833281 4.064097 -1.8 -1.2 1.7
H 0.274068 4.050861 2.517421 0.3 -0.1 0.8
H 1.505502 7.223600 3.084410 -0.1 -1.0 -0.4
H 1.510090 5.780543 1.985250 0.2 0.5 0.2
C -6.404408 -4.736085 1.008691 -1.7 1.1 2.1
O -7.282033 -3.890354 1.233404 -0.1 -1.2 -0.2
N -5.251961 -4.367143 0.488856 2.9 -2.9 -0.8
N -6.514166 -6.068169 1.484210 1.1 -0.4 0.0
H -5.090765 -3.679529 -0.201742 -0.8 1.2 -0.3
H -4.622302 -5.152841 0.292147 -0.2 0.5 0.0
H -5.669019 -6.676685 1.533456 -0.8 1.1 -0.5
H -6.947486 -6.140466 2.392131 -0.5 0.4 -0.2
C 1.597494 -5.763801 1.365725 -1.1 0.1 0.1
O 1.154041 -4.646172 1.707842 0.8 -2.1 -0.7
N 2.452287 -6.539566 2.113192 -0.8 -0.1 -1.9
N 1.205602 -6.406675 0.183450 -0.1 -0.9 -0.1
H 2.885557 -7.275307 1.547056 0.2 0.5 1.0
H 2.934521 -6.071448 2.839221 0.9 0.1 0.7
H 1.397279 -7.418197 -0.012284 -0.1 1.6 0.8
H 0.324420 -6.126681 -0.234523 0.2 0.4 0.2
C 1.883738 3.715158 -0.361155 0.3 -0.8 -1.0
O 1.335704 4.414878 0.484443 -0.3 -0.2 0.3
N 3.228650 3.546534 -0.477763 -0.7 0.1 0.8
N 1.251615 2.989376 -1.337172 -0.2 -1.0 -0.5
H 3.631151 3.411913 -1.371104 0.7 -0.2 -1.0
H 3.780665 3.865217 0.266478 0.9 0.7 0.7
H 1.795389 2.210399 -1.779612 -0.8 1.0 0.8
H 0.270280 2.760157 -1.184100 0.1 0.4 -0.1